Molecular formula: C45H55I2N16O2
Method: DFT, ωB97M-V/def2-TZVPD

Geometry as XYZ:
```
120
Properties=species:S:1:pos:R:3:forces:R:3:lowdin_charge:R:1
C -4.69531 -0.82213 0.07777 1.816 0.613 -0.969 0.15
C -3.53187 -0.43063 0.09290 -0.930 -1.044 -0.570 -0.09
N -2.13883 -0.14070 -0.17047 -3.140 1.933 -0.790 -0.07
N -1.28218 -0.96793 0.39558 2.981 0.365 -0.563 0.19
C 0.03103 -0.74600 0.13259 1.005 1.122 -0.817 -0.06
C 1.14801 -1.67994 0.76209 -1.440 -0.039 -0.982 -0.25
C 1.55433 -2.80389 -0.06990 1.306 -0.435 1.449 -0.02
C 2.62726 -3.71907 0.40477 -0.995 3.343 2.441 -0.01
C 3.14498 -3.30086 1.73344 -1.715 0.397 -1.876 -0.04
C 2.55323 -2.14109 2.41035 0.926 -0.347 0.903 -0.13
N 1.55752 -1.27033 2.01384 1.623 -3.592 -2.488 0.11
C 0.57768 0.39939 -0.73951 -2.971 -0.555 0.220 0.00
C 2.09801 0.62234 -0.96368 0.122 1.261 1.409 -0.12
C 2.69333 1.56142 -0.12693 -1.505 -1.413 -0.872 0.04
C -0.48704 1.30124 -1.33126 0.342 -1.827 1.768 -0.06
C -0.09461 2.50915 -2.26460 0.178 -1.090 -0.048 -0.12
C -0.12453 1.93476 -3.77176 -0.606 -1.614 0.666 -0.06
C 1.28447 1.34448 -4.15671 1.529 0.789 -0.304 -0.47
O 2.26713 2.05389 -4.14640 -1.389 -0.890 0.141 0.10
O 1.47885 -0.00970 -4.47849 -1.947 1.568 0.384 0.07
C -1.92574 0.96635 -0.97811 2.631 0.678 -0.860 -0.16
C -3.07531 1.87396 -1.53634 0.457 0.530 1.549 -0.67
I -4.34600 1.08640 -3.12572 1.000 0.416 0.927 0.91
C -3.29051 3.14102 -1.02990 -0.360 -0.790 -1.048 -0.70
C -4.42809 4.10523 -1.56092 0.409 -0.609 0.438 -0.17
I -2.06328 3.91458 0.60078 -0.816 -0.564 -1.014 0.90
H -5.70731 -1.17308 -0.24458 1.420 0.562 1.027 0.09
H 1.06530 -2.98451 -1.06324 0.532 0.290 1.157 0.09
H 3.02529 -4.59390 -0.16223 -0.607 1.008 0.567 0.09
H 3.98169 -3.87068 2.21641 -1.042 0.807 -0.428 0.11
H 2.97723 -1.90812 3.43562 -0.525 -0.286 -1.385 0.12
H 2.69624 0.03527 -1.71976 -1.200 1.159 0.266 0.13
H 2.21494 1.64735 0.89846 0.344 0.775 -1.466 0.10
H 3.53730 2.23711 -0.43586 -0.461 -1.698 0.757 0.02
H -0.79717 3.38271 -2.16804 0.775 -1.075 0.006 0.09
H 0.96244 2.79037 -1.95989 -1.371 -0.116 -0.560 0.12
H -0.85136 1.05757 -3.74381 0.610 1.125 -0.252 0.10
H -0.54538 2.66664 -4.51246 0.924 -0.606 0.664 0.14
H 0.59250 -0.41082 -4.62053 0.768 0.106 0.136 0.12
H -4.20840 4.50503 -2.59093 -0.027 -0.596 0.983 0.09
H -4.55758 4.98971 -0.87937 0.061 -1.080 -0.612 0.07
H -5.36568 3.47225 -1.61401 0.928 0.963 0.090 0.06
C 7.12643 1.43988 0.10977 -0.345 -0.476 0.243 -0.08
C 6.14983 0.38152 0.48082 0.118 0.153 -0.053 -0.26
N 5.39161 -0.43873 0.76811 0.422 0.497 -0.177 0.14
H 8.02236 1.35159 0.72572 -0.083 -0.062 0.004 0.08
H 7.40421 1.33701 -0.93967 -0.098 0.003 0.047 0.08
H 6.68332 2.42247 0.26462 -0.043 -0.130 -0.040 0.03
C -3.43399 -1.46090 3.73270 -0.582 -0.109 0.115 -0.07
C -4.87991 -1.66507 4.00673 0.236 0.065 -0.039 -0.24
N -6.00299 -1.81883 4.21432 0.648 0.054 -0.189 0.15
H -3.05786 -2.26750 3.10283 -0.063 0.041 0.030 0.08
H -3.28776 -0.51139 3.21740 -0.060 -0.048 0.045 0.06
H -2.86850 -1.44830 4.66451 -0.114 -0.007 -0.024 0.08
C 4.78212 -4.33913 -3.25216 -0.656 -0.142 0.170 -0.06
C 3.34059 -4.53833 -2.94645 0.169 -0.009 -0.122 -0.24
N 2.22359 -4.69812 -2.70351 0.696 0.140 -0.188 0.13
H 5.13951 -5.15111 -3.88585 -0.094 0.028 0.037 0.08
H 4.92414 -3.39218 -3.77266 -0.047 -0.045 0.077 0.08
H 5.36179 -4.32707 -2.32851 -0.040 0.080 -0.055 0.05
C -0.39544 -6.70940 -4.24450 -0.018 -0.654 -0.258 -0.08
C -0.50090 -8.10514 -4.74625 -0.014 0.206 0.067 -0.27
N -0.58265 -9.18677 -5.13511 0.056 0.623 0.226 0.12
H -0.81230 -6.64405 -3.23953 0.052 -0.043 -0.063 0.08
H 0.65008 -6.40290 -4.21595 -0.079 -0.030 0.040 0.05
H -0.94569 -6.03646 -4.90243 0.021 -0.092 0.009 0.07
C 3.78563 6.08446 0.51083 0.227 -0.787 -0.246 -0.08
C 4.33710 4.75347 0.14725 -0.081 0.187 0.108 -0.20
N 4.76495 3.71922 -0.13553 -0.055 1.089 0.150 0.13
H 2.88705 6.28552 -0.07259 0.073 -0.044 0.015 0.06
H 3.53355 6.10447 1.57110 0.103 -0.025 -0.056 0.09
H 4.52241 6.86009 0.30704 -0.059 -0.063 0.097 0.02
C 4.31064 7.39847 -3.21171 -0.358 0.339 0.476 -0.05
C 3.50697 8.12164 -2.19066 0.105 -0.021 -0.212 -0.27
N 2.88406 8.68175 -1.39874 0.323 -0.347 -0.473 0.13
H 4.53319 6.38959 -2.86208 -0.027 0.065 0.007 0.07
H 3.75305 7.33674 -4.14623 0.008 0.023 0.087 0.08
H 5.24643 7.92837 -3.38939 -0.078 -0.007 0.052 0.08
C -8.88887 -0.36508 -3.53274 0.283 0.096 -0.624 -0.06
C -8.17334 -0.18139 -4.82387 -0.107 -0.029 0.209 -0.28
N -7.61775 -0.03852 -5.82383 -0.215 -0.054 0.643 0.12
H -9.37253 0.56728 -3.24128 0.035 -0.056 -0.057 0.08
H -9.64637 -1.14190 -3.63634 0.065 0.054 -0.023 0.08
H -8.18243 -0.65803 -2.75602 -0.028 0.007 -0.079 0.06
C 4.10747 11.18746 1.93972 0.235 -0.586 -0.171 -0.06
C 4.66156 9.85724 1.57767 -0.099 0.226 0.049 -0.24
N 5.09007 8.82573 1.29650 -0.174 0.660 0.201 0.14
H 3.20927 11.38528 1.35449 0.076 -0.081 -0.002 0.08
H 3.85432 11.20710 2.99975 0.044 -0.047 -0.069 0.08
H 4.84468 11.96371 1.73494 -0.018 -0.093 0.002 0.08
C 9.45832 -1.13729 -1.33924 -0.463 -0.504 -0.050 -0.05
C 8.35893 -2.13130 -1.47204 0.243 0.163 0.032 -0.25
N 7.51367 -2.90805 -1.57447 0.451 0.379 -0.002 0.13
H 9.76260 -0.78528 -2.32527 -0.072 -0.057 0.039 0.09
H 9.11614 -0.28933 -0.74745 0.021 -0.107 -0.024 0.05
H 10.31569 -1.60091 -0.84760 -0.100 -0.012 -0.012 0.05
C -9.55719 -2.14078 4.28833 -0.552 0.315 -0.604 -0.09
C -10.78238 -1.68272 3.58146 0.173 -0.124 0.041 -0.27
N -11.73325 -1.32708 3.03273 0.565 -0.171 0.344 0.10
H -9.52395 -3.23061 4.30563 -0.098 0.067 0.026 0.06
H -8.67081 -1.76611 3.77552 -0.077 -0.005 0.019 0.05
H -9.55820 -1.76950 5.31402 0.079 -0.126 -0.568 0.00
C -6.95175 -4.85125 5.92403 -0.745 -0.032 0.101 -0.06
C -8.40367 -5.05471 6.19535 -0.416 -0.112 0.119 -0.28
N -9.53087 -5.22197 6.40795 1.396 0.229 -0.317 0.12
H -6.57564 -5.66052 5.29751 -0.091 0.010 0.056 0.08
H -6.79482 -3.90051 5.40936 -0.114 -0.072 0.095 0.03
H -6.39907 -4.84218 6.86356 -0.099 0.002 -0.031 0.08
C -11.91840 -1.59424 7.67152 0.630 -0.084 -0.130 -0.04
C -10.45670 -1.72896 7.44204 -0.180 0.015 0.369 -0.25
N -9.32221 -1.83325 7.26357 -0.726 0.138 0.566 0.13
H -12.09931 -1.11598 8.63421 0.076 -0.028 -0.061 0.08
H -12.36271 -0.98716 6.88218 0.075 -0.046 0.017 0.08
H -12.38516 -2.57937 7.66908 0.099 0.036 -0.023 0.09
C 10.65355 -5.52873 -1.48621 0.301 0.471 0.335 -0.06
C 11.30842 -4.44792 -0.70310 0.355 0.483 0.421 -0.26
N 11.82624 -3.61137 -0.08665 -0.811 -1.094 -0.920 0.12
H 9.98968 -6.10339 -0.84037 0.054 0.081 -0.009 0.08
H 10.07192 -5.09577 -2.30026 0.034 0.014 0.085 0.07
H 11.40982 -6.19418 -1.90278 -0.010 0.079 0.058 0.08
```
Forces are in eV/Å.

highest occupied orbital energy = -11.61 eV
charge = +1
orbital gap = 7.02 eV
energy relative to the best compared isomer or geometry (same formula, charge and spin) = 95.68 kcal/mol
E_LUMO = -4.598 eV

Molecular formula: C45H57N9O16
Method: DFT, ωB97M-V/def2-TZVPD

Geometry as XYZ:
```
127
Properties=species:S:1:pos:R:3:forces:R:3:lowdin_charge:R:1
C -67.43483 -13.41688 5.29008 -1.100 2.347 2.662 0.02
C -68.48761 -13.29855 4.15052 1.335 -2.957 -0.581 -0.40
C -69.65792 -14.29120 4.30644 0.497 -1.560 0.019 -0.11
C -70.89571 -13.71075 4.95728 3.460 1.769 1.212 -0.18
C -71.32270 -12.43514 4.34873 1.789 0.285 -2.141 -0.09
C -70.18108 -11.29612 4.46182 -2.586 -2.322 -0.564 -0.40
N -68.90641 -11.89397 4.02602 2.673 4.212 -0.074 0.04
O -68.11259 -10.98915 3.69652 -1.550 -4.148 0.637 0.19
C -70.04161 -10.81732 5.93395 2.603 9.543 -7.162 0.06
C -70.52951 -10.23882 3.43602 -1.113 0.294 0.681 -0.02
C -67.72013 -13.66230 2.87217 0.774 -1.334 -2.162 -0.03
H -67.00091 -12.37910 5.56154 -0.345 -1.979 -0.337 0.12
H -66.75856 -14.23008 5.32192 1.453 -0.504 -1.788 0.08
H -67.90651 -13.86334 6.18326 -0.803 1.250 0.201 0.08
H -69.36784 -15.32322 4.69563 0.350 1.770 1.079 0.16
H -69.72045 -14.77840 3.33669 -1.411 0.981 -0.900 0.11
H -70.72282 -13.47270 6.01964 0.679 -0.209 -0.047 0.13
H -71.60510 -14.39422 5.08643 -3.284 -2.894 -0.268 0.08
H -72.22365 -12.13169 4.80889 -0.933 0.878 0.252 0.12
H -71.46138 -12.62723 3.24922 -0.274 0.512 0.854 0.15
H -70.87363 -10.13784 5.99891 -0.756 0.016 0.369 0.09
H -69.11751 -9.90275 5.99620 -2.266 -3.346 0.117 0.20
H -70.07103 -11.47848 6.58921 0.348 -5.866 5.924 -0.01
H -70.43084 -10.31295 2.38928 0.312 -1.962 -1.400 0.09
H -69.94812 -9.39975 3.49618 1.470 2.462 1.206 0.06
H -71.55135 -9.92840 3.51776 -0.672 0.068 0.638 0.10
H -67.13283 -14.63529 2.75226 -0.625 1.179 1.664 0.14
H -67.05987 -12.86919 2.68200 1.425 0.893 -0.164 0.06
H -68.20883 -13.79132 1.89618 -1.248 0.634 0.522 0.09
N -66.67718 -10.10188 8.67457 1.230 -3.558 0.871 -0.62
O -65.77839 -10.38602 9.47550 0.930 0.127 1.169 -0.07
O -67.30611 -11.11945 8.22068 -0.753 1.576 -0.787 -0.10
O -66.84086 -8.94603 8.37136 -1.440 1.753 -1.348 -0.03
C -65.43980 -8.58771 5.27056 3.116 0.929 3.456 -0.12
C -64.43753 -7.69029 6.08677 -1.239 0.481 -1.550 -0.01
C -63.36296 -6.86333 5.38344 -4.711 -2.428 -1.196 0.04
C -63.31423 -6.86749 3.81753 -1.794 -4.382 2.687 -0.11
C -64.05046 -7.95464 3.04188 -0.442 2.032 5.716 0.11
C -65.14279 -8.74829 3.97691 3.542 2.665 -3.611 -0.10
N -62.37656 -5.94925 3.18263 -0.506 2.875 -3.063 -0.35
O -62.29600 -6.06777 1.94029 0.217 -0.851 1.602 0.02
O -61.94486 -4.90609 3.70629 -0.610 -2.516 0.696 0.06
H -66.14888 -9.33661 5.85008 1.344 2.026 -1.242 0.12
H -64.84765 -7.67538 7.23665 2.050 0.404 -2.782 0.13
H -62.86114 -6.11920 5.98875 0.330 -0.127 -0.336 0.08
H -63.89201 -8.14997 1.96169 -0.299 0.254 1.056 0.09
H -65.64783 -9.46476 3.43406 -1.085 -1.441 -1.284 0.03
C -69.14165 -12.95862 12.55304 5.278 -0.230 0.445 -0.06
C -67.97646 -12.08791 12.05247 0.764 -5.256 0.059 -0.02
C -66.63865 -12.68226 11.87389 -0.859 -2.354 1.241 0.02
C -66.19986 -14.11902 12.43624 -9.147 2.657 1.318 -0.13
C -67.36407 -14.91447 13.06762 0.002 3.584 -2.812 0.09
C -68.82695 -14.25755 13.03434 2.835 0.099 -0.433 -0.06
N -64.92131 -14.54721 12.17437 2.154 -5.756 -2.435 -0.39
O -64.70065 -15.75803 11.75245 -1.910 2.418 1.518 0.01
O -63.99603 -13.81168 12.20021 1.234 2.711 0.593 0.10
H -70.11637 -12.51397 12.63947 -0.262 -0.114 -0.202 0.08
H -68.29722 -11.24565 11.49740 0.337 1.047 -0.294 0.05
H -65.84621 -12.32800 11.16798 -1.004 0.632 1.006 0.07
H -67.22621 -15.97804 13.35267 -0.126 1.026 -0.002 0.09
H -69.69075 -14.82738 13.39109 0.713 -0.237 0.054 0.08
C -66.47650 -7.44584 13.10705 1.810 0.378 -4.255 -0.06
C -66.49652 -7.48023 11.57176 3.509 12.926 6.672 0.04
C -66.03851 -6.22234 10.81343 0.626 -0.579 10.121 0.10
C -65.48749 -4.98721 11.56809 -0.637 -6.512 3.530 -0.08
C -65.31282 -5.19376 13.05475 -1.936 -2.212 -3.669 0.08
C -65.80160 -6.47357 13.79833 0.563 4.923 -2.785 -0.06
N -65.06683 -3.75868 10.93621 -1.272 2.508 3.324 -0.36
O -64.55966 -2.86429 11.67473 0.028 -2.151 -1.427 0.03
O -65.58592 -3.50617 9.89200 0.238 -0.148 -2.030 0.09
H -66.72509 -8.32452 13.62077 -0.764 -1.127 0.584 0.07
H -66.60957 -8.23206 11.05551 -1.890 -7.782 -5.055 -0.04
H -66.22284 -6.18393 9.87255 -0.674 0.164 -6.206 0.01
H -64.93266 -4.30159 13.49108 0.407 0.162 1.014 0.07
H -65.74237 -6.32044 14.86691 -0.014 -0.710 0.064 0.09
C -70.07077 -5.63878 9.32150 3.178 0.062 -1.270 -0.08
C -69.31728 -6.87498 8.86617 -6.461 -1.495 6.277 0.01
C -69.75741 -8.14984 9.56210 -3.033 7.591 2.490 0.06
C -70.73512 -8.01950 10.72424 0.789 2.055 -2.466 -0.08
C -71.41160 -6.74394 11.04680 1.518 -1.522 -1.779 0.01
C -71.11518 -5.56742 10.24848 0.674 -1.616 1.483 -0.10
N -71.08940 -9.25527 11.50712 -1.476 1.646 2.737 -0.30
O -70.77918 -10.37933 11.12547 -0.363 1.620 0.460 0.05
O -71.72473 -8.97964 12.61078 2.078 -1.620 -3.603 0.00
H -69.55877 -4.61018 9.05119 -1.447 -2.180 -0.075 0.13
H -68.76510 -7.00240 8.03364 2.276 0.256 -2.382 0.03
H -69.44418 -9.08262 9.42888 1.748 -3.624 -1.138 0.02
H -72.10774 -6.73449 11.88556 0.197 0.056 -0.360 0.10
H -71.55313 -4.56901 10.52615 0.486 -1.316 -0.370 0.12
C -65.20572 -14.84479 8.48199 1.306 -3.624 -0.815 -0.13
C -64.82839 -16.17223 7.78338 -8.586 0.868 0.291 0.04
C -66.09535 -17.06363 7.39421 -0.347 5.214 3.782 0.06
C -67.58396 -16.73338 7.90364 4.996 4.362 3.301 -0.07
C -67.73948 -15.48143 8.87587 10.265 -2.501 -6.466 0.14
C -66.43642 -14.53355 9.03161 -1.882 -0.542 -0.420 -0.05
N -68.75082 -17.56354 7.68743 0.375 -1.727 -1.553 -0.37
O -69.74999 -16.95818 7.28150 0.627 -0.978 0.878 0.04
O -68.61089 -18.81347 7.75017 -0.591 2.951 0.056 0.06
H -64.41788 -14.12653 8.75541 -0.134 -0.531 -0.545 0.07
H -63.97328 -16.42353 7.22580 1.237 -0.007 -0.113 0.05
H -65.93808 -17.78129 6.65982 0.012 -1.539 -0.889 0.04
H -68.51356 -15.26036 9.39440 -5.411 1.242 3.075 0.00
H -66.26509 -13.42113 9.50776 -1.956 -3.009 -0.956 0.12
C -62.93894 -8.31429 10.85035 0.181 7.421 -2.903 -0.36
O -62.49403 -7.21807 10.35123 -0.718 -2.434 0.758 -0.07
N -62.20595 -9.14076 11.45432 2.420 -5.113 3.303 -0.14
C -62.82176 -10.41071 11.99266 -0.024 1.629 0.117 -0.01
C -60.73053 -9.07722 11.67473 0.743 -1.174 -1.536 -0.02
H -64.00401 -8.36497 10.85990 -0.967 -1.159 0.005 0.11
H -62.00003 -11.11162 11.95211 -0.352 -0.461 0.944 0.07
H -63.59647 -10.78501 11.38235 -0.649 -0.248 -1.577 0.04
H -63.44366 -10.23638 12.89985 1.433 -0.216 0.222 0.10
H -60.33423 -8.43754 12.44002 -0.754 0.408 1.004 0.07
H -60.21449 -8.61643 10.79033 -0.677 -0.941 0.340 0.10
H -60.33848 -10.16039 11.91730 -0.762 2.260 -0.817 0.11
C -61.44735 -10.99020 7.60290 3.740 -2.572 -3.944 -0.22
O -60.17590 -11.16966 7.42169 -4.660 0.246 1.398 -0.09
N -62.40833 -11.89725 7.05341 6.183 0.320 -0.798 -0.17
C -63.77795 -11.59420 7.07386 -0.616 -0.363 5.024 -0.10
C -61.84247 -13.35334 6.74897 1.867 2.115 -0.009 0.00
H -61.73601 -9.99616 7.88609 -0.966 0.341 0.647 0.12
H -64.08881 -10.56368 7.06566 0.268 0.443 -1.033 0.07
H -63.99706 -11.81690 8.16021 -0.760 0.412 -0.403 0.09
H -64.43898 -12.30302 6.69939 -0.833 -0.989 -1.897 0.05
H -61.91368 -13.66541 5.70006 -1.524 0.057 0.329 0.06
H -62.33900 -13.84132 7.57093 0.053 -1.402 -0.428 0.05
H -60.64283 -13.53261 6.73817 -2.784 1.434 1.179 0.13
```
Forces are in eV/Å.

highest occupied orbital energy = -8.49 eV
orbital gap = 3.96 eV
energy relative to the best compared isomer or geometry (same formula, charge and spin) = 79.36 kcal/mol
E_LUMO = -4.538 eV